# 1
{"formula": "C28H87N21O13", "method": "ωB97M-V/def2-TZVPD", "elements": ["O", "O", "O", "O", "O", "O", "O", "O", "O", "O", "O", "O", "O", "N", "N", "N", "N", "N", "N", "N", "N", "N", "N", "N", "N", "N", "N", "N", "N", "N", "N", "N", "N", "N", "C", "C", "C", "C", "C", "C", "C", "C", "C", "C", "C", "C", "C", "C", "C", "C", "C", "C", "C", "C", "C", "C", "C", "C", "C", "C", "C", "C", "H", "H", "H", "H", "H", "H", "H", "H", "H", "H", "H", "H", "H", "H", "H", "H", "H", "H", "H", "H", "H", "H", "H", "H", "H", "H", "H", "H", "H", "H", "H", "H", "H", "H", "H", "H", "H", "H", "H", "H", "H", "H", "H", "H", "H", "H", "H", "H", "H", "H", "H", "H", "H", "H", "H", "H", "H", "H", "H", "H", "H", "H", "H", "H", "H", "H", "H", "H", "H", "H", "H", "H", "H", "H", "H", "H", "H", "H", "H", "H", "H", "H", "H", "H", "H", "H", "H"], "coordinates": [[-1.72851, -2.73202, 2.14183], [1.09427, -2.72612, -1.47531], [2.53475, 6.24319, -1.12962], [4.02664, 3.79769, 4.14044], [-1.88774, 0.71632, -5.69298], [-0.93974, 2.72371, -1.52189], [-5.14024, 0.57731, 2.59475], [4.26193, 1.41632, -0.95983], [0.10200, 1.13857, 1.41261], [-5.86471, 0.85261, -3.22943], [6.52522, -0.09615, 2.99539], [3.44261, -3.63054, 2.75128], [1.71925, -1.41776, 3.91097], [2.67181, 3.31440, 2.47949], [-1.11860, 2.63139, -6.20038], [-0.35034, 1.62590, -4.43988], [-1.65269, 4.29631, -0.10094], [2.53923, -5.62388, 2.62700], [4.27254, 2.62014, -4.34288], [1.84792, 4.26466, -0.57881], [-0.39256, -0.68531, 3.86808], [1.28160, -3.80663, 2.55975], [-2.71820, 0.38307, -1.14853], [1.07051, 0.81418, -0.60042], [0.54412, -1.29872, 5.82347], [2.04003, -0.00160, 1.19721], [-2.52067, -3.82161, 4.62389], [3.78355, 4.35237, -1.35918], [-2.07352, 2.74314, 2.15920], [-1.47950, 4.80274, -2.20069], [5.50241, -1.87618, 2.37868], [4.65480, -0.71776, 3.99085], [3.12042, 1.79515, 4.23043], [0.65421, -3.49990, -4.98577], [5.64772, -0.85423, 3.17702], [-1.24197, 1.64380, -5.43979], [4.18383, 1.46872, -3.39478], [2.44387, -4.33005, 2.69556], [-1.36053, 3.85969, -1.31951], [-5.50106, 1.39640, -4.45763], [-4.91410, 1.03695, -2.07065], [2.00998, -2.91257, -0.50555], [3.21409, 2.97770, 3.65799], [2.75851, 5.05954, -1.05414], [4.45134, 0.20555, -4.10740], [0.34711, -3.00967, -3.67824], [1.48916, -3.25026, -2.73380], [-3.95579, 1.10790, 2.06539], [-4.42624, 3.54987, 1.86495], [-0.82578, -4.01162, -3.25054], [4.99037, 1.22819, 0.18959], [-5.84904, -0.22951, 1.60606], [-3.54379, 0.23652, -2.31402], [5.08320, 1.66451, -2.07988], [0.70307, -1.14228, 4.48883], [0.96494, 0.64205, 0.66365], [-3.10857, -2.89891, 2.44749], [-3.16507, -4.13139, 3.38250], [-4.54774, -4.65894, 3.67210], [-3.51853, 2.46579, 2.52176], [-3.80650, -1.27510, -2.53116], [-1.32805, -1.92213, 1.09142], [-3.20163, 0.38413, 2.37442], [6.11097, -1.87035, 1.57263], [5.54853, 2.64699, -2.00055], [5.77204, 1.95505, 0.41036], [0.08581, -1.96107, -3.82065], [2.09353, 2.60476, 2.05273], [-6.06767, 0.44438, 0.77770], [5.92009, 1.00017, -2.29523], [4.13090, -0.55358, -3.39387], [-2.63748, -4.92932, 2.85996], [-2.19311, -0.45740, -0.95363], [0.94401, 4.71439, -0.60701], [3.78536, -1.19667, 3.80426], [2.81330, -0.34023, 0.64270], [-5.29983, 3.44864, 2.50891], [4.67047, -2.43825, 2.48850], [4.67276, 4.81567, -1.48071], [-0.36444, -1.18823, 6.25058], [-5.26211, 0.48939, -1.19477], [-0.66878, 3.45439, -5.82566], [-5.11742, -5.11893, 2.86466], [-4.79081, 3.26728, 0.87736], [2.24446, -3.96109, -0.32188], [-1.17761, -0.93085, 4.45418], [-1.86576, 5.70430, -1.95964], [-3.48593, -1.90936, 2.70533], [3.17794, 1.47842, -2.97501], [-6.28006, 1.05344, -5.13854], [-4.58403, 1.03708, -4.92459], [-6.75748, -0.60299, 2.07867], [-1.75900, 5.27896, 0.10691], [0.42508, -4.46632, -5.16912], [-1.50309, 2.64483, -7.13424], [-3.70656, -3.27459, 1.61721], [2.10062, 3.29132, -0.48475], [-3.08511, 0.64420, -3.21486], [-3.52623, 2.37897, 3.60827], [-3.91047, 1.13072, 0.97657], [3.35225, 1.64378, 5.20174], [1.15346, -2.03896, 6.14103], [5.49951, 0.26190, -4.40111], [-0.30419, 0.83744, -3.81035], [-1.73907, -2.29678, 0.15397], [-0.55601, -0.41228, 2.90952], [3.77375, 0.01919, -4.94062], [-0.27014, -1.67751, 0.99608], [1.60483, -2.52169, 0.42781], [-2.05311, 1.13226, -1.27687], [4.32251, 1.15252, 1.04769], [-5.55842, 2.46882, -4.27131], [4.69219, 0.04281, 4.65435], [-1.98203, -1.05035, 1.07133], [5.37752, 0.20938, 0.17365], [-1.65451, 3.68680, 0.70441], [0.40176, 1.45296, -1.00643], [-1.06066, -3.70761, -2.23048], [2.88204, 4.17605, 1.99632], [-5.16245, -1.06538, 1.47184], [1.85212, -0.28281, 2.14890], [1.74902, 0.47419, -1.26685], [2.35945, -2.72858, -3.13199], [-2.90192, -1.87206, -2.64720], [1.81806, -4.28865, -2.69297], [5.27251, 2.53605, -4.45723], [-4.28533, -1.76326, -1.68233], [3.82467, 3.34946, -1.24704], [0.37943, -4.25811, 2.60833], [-5.18811, -3.80595, 3.89666], [-1.08906, 4.68852, -3.12514], [-1.82698, 2.11265, 1.40967], [-1.72074, -3.39613, 4.17758], [3.42873, -6.10104, 2.66174], [-1.79460, -4.02748, -3.74979], [3.86982, 2.31754, -5.21830], [1.64448, -6.09226, 2.61533], [-1.53688, 2.42739, 2.95445], [2.49924, 1.07331, 3.89402], [0.30919, 2.38551, -4.34977], [1.25495, -2.79723, 2.58208], [-4.55573, -5.36364, 4.50363], [-4.42875, -1.33427, -3.42413], [-3.21967, -3.21187, 5.02353], [-4.03305, 4.56630, 1.84531], [1.64266, -3.36695, -5.14511], [-4.70116, 2.10407, -2.00739], [-0.54343, -5.06052, -3.16009], [2.93321, -2.35749, -0.67184]], "homo_ev": -8.78, "orbital_gap_ev": 8.900, "largest_force_ev_per_a": 8.079, "de_lowest_ev": 7.8484}

# 2
{"formula": "C3H10O3S", "method": "ωB97M-V/def2-TZVPD", "elements": ["S", "O", "O", "O", "C", "C", "C", "H", "H", "H", "H", "H", "H", "H", "H", "H", "H"], "coordinates": [[0.23217, -1.91037, -0.71628], [1.36394, 2.88745, 2.54919], [-3.51524, -1.22840, 0.51895], [2.07773, 0.79880, 0.27211], [-0.16372, 0.79181, -0.66164], [1.34468, 0.85639, -0.64778], [-0.67439, -0.42863, -1.45327], [-1.77598, -0.32407, -1.29634], [-0.45509, -0.15671, -2.49678], [-3.82562, -2.07527, 0.97948], [-3.34076, -0.65159, 1.30232], [-0.55074, 1.76808, -0.83697], [1.50580, 2.30338, 1.70631], [1.67262, 0.69049, -1.77310], [-0.49562, 0.71548, 0.37174], [0.48293, 2.61899, 2.91114], [0.61689, -1.30318, 0.44683]], "homo_ev": -9.52, "orbital_gap_ev": 9.857, "largest_force_ev_per_a": 4.466, "smiles": "O=CCCS.O.O", "de_lowest_ev": 1.3925}

# 3
{"formula": "C30H48N5P2Sn", "method": "ωB97M-V/def2-TZVPD", "elements": ["Sn", "P", "P", "N", "N", "N", "N", "N", "C", "C", "C", "C", "C", "C", "C", "C", "C", "C", "C", "C", "C", "C", "C", "C", "C", "C", "C", "C", "C", "C", "C", "C", "C", "C", "C", "C", "C", "C", "H", "H", "H", "H", "H", "H", "H", "H", "H", "H", "H", "H", "H", "H", "H", "H", "H", "H", "H", "H", "H", "H", "H", "H", "H", "H", "H", "H", "H", "H", "H", "H", "H", "H", "H", "H", "H", "H", "H", "H", "H", "H", "H", "H", "H", "H", "H", "H"], "coordinates": [[-0.14179, 0.01104, -0.70091], [2.39674, 0.43936, -0.26997], [-2.50897, 0.44318, 0.35733], [0.52930, -4.13795, -2.13356], [0.02071, 2.13306, 0.15416], [-0.04182, -2.29973, -0.63261], [-1.26846, -4.40520, -0.55401], [1.01208, -4.32392, 0.22317], [2.05246, 4.89869, -1.23824], [4.12021, 1.02828, 1.85301], [1.78094, 0.29300, 2.42205], [0.96684, 4.21984, -0.71779], [4.90655, -0.39363, -1.37568], [1.08539, 2.87148, -0.34550], [1.47031, -4.65260, -1.13349], [3.39413, 2.90612, -1.08832], [-0.31207, -4.92192, 0.43181], [-0.79145, -4.73374, -1.90274], [-4.52651, -0.37971, 2.21830], [2.95799, 0.06270, -2.94750], [3.38287, -0.41837, -1.55640], [2.30983, 2.20223, -0.58102], [-1.37074, -2.98608, -0.40294], [0.92651, -2.90275, 0.36841], [2.95156, 0.11783, 1.45408], [-2.94392, 3.91136, 2.47066], [-1.66977, 4.46322, 2.45087], [-3.19687, 2.71466, 1.79626], [0.43473, -2.71780, -2.01915], [3.27401, 4.25515, -1.40238], [-2.10760, -0.86177, 2.76166], [-2.98542, 0.77887, -2.37272], [-0.67526, 3.86999, 1.70101], [-4.80080, 1.58596, -0.83108], [-3.14179, -0.70360, 1.64812], [-0.93062, 2.69854, 0.95238], [-3.70571, 0.53583, -1.04474], [-2.20443, 2.06984, 1.07656], [5.22696, -0.61502, -0.35990], [-0.27659, -2.32607, -2.75182], [-3.72128, 0.88979, -3.16916], [1.90857, -2.45987, 0.19173], [-1.45250, 5.35608, 3.02124], [4.34587, 2.41341, -1.23202], [-4.82991, -1.22616, 2.83556], [-5.28499, -0.26008, 1.44721], [3.27857, -0.92814, 1.44834], [-5.35130, 1.45309, 0.09750], [-4.15881, -0.46235, -1.05038], [3.22342, 1.10779, -3.10075], [1.41150, -2.25717, -2.18541], [2.10650, 0.05137, 3.43372], [-2.43702, -1.62742, 3.46409], [-1.67517, -2.75737, 0.61711], [-4.38746, 2.59463, -0.85509], [0.32267, 4.28500, 1.71140], [1.88556, -0.04600, -3.13654], [-2.09257, -2.57579, -1.11686], [-1.12577, -1.15893, 2.38288], [-0.66278, -4.69049, 1.43907], [-2.39832, 1.70195, -2.34936], [-3.73678, 4.38423, 3.03426], [1.41989, 1.32334, 2.42996], [5.33130, 0.55893, -1.68764], [4.12714, 4.79429, -1.79109], [3.48366, -0.52530, -3.70006], [-2.33300, -0.05324, -2.65380], [-1.49721, -4.35751, -2.64472], [1.94531, 5.93573, -1.52651], [2.45761, -4.21814, -1.30278], [3.84678, 2.08062, 1.77690], [1.54866, -5.73296, -1.23429], [0.94021, -0.36623, 2.18360], [-4.18959, 2.29569, 1.85147], [0.58477, -2.64389, 1.37342], [-0.72330, -5.81446, -2.00639], [-3.24735, -1.63579, 1.08694], [5.33347, -1.15899, -2.02372], [3.06453, -1.45907, -1.42657], [4.37539, 0.82660, 2.89347], [0.00899, 4.71552, -0.63608], [-4.51421, 0.49304, 2.86736], [-1.98937, 0.06832, 3.32008], [-0.23786, -6.00262, 0.33084], [5.01578, 0.85582, 1.26004], [-5.51918, 1.50239, -1.64632]], "homo_ev": [-16.79, -16.79], "orbital_gap_ev": [5.717, 5.724], "largest_force_ev_per_a": 0.130, "total_charge": 3, "de_lowest_ev": 0.0200}

# 4
{"formula": "C31H33AsBBr4N8O2Pd", "method": "ωB97M-V/def2-TZVPD", "elements": ["Pd", "Br", "Br", "Br", "Br", "As", "O", "O", "N", "N", "N", "N", "N", "N", "N", "N", "C", "C", "C", "C", "C", "C", "C", "C", "C", "C", "C", "C", "C", "C", "C", "C", "C", "C", "C", "C", "C", "C", "C", "C", "C", "C", "C", "C", "C", "C", "C", "B", "H", "H", "H", "H", "H", "H", "H", "H", "H", "H", "H", "H", "H", "H", "H", "H", "H", "H", "H", "H", "H", "H", "H", "H", "H", "H", "H", "H", "H", "H", "H", "H", "H"], "coordinates": [[0.65329, 0.02525, -0.39602], [7.37514, -2.06853, 0.74823], [4.84994, 3.03971, 0.33143], [4.37909, -3.49595, 0.68337], [7.60970, 1.20961, 0.54976], [0.46702, 0.30571, 2.30000], [2.24109, -1.41039, 0.22209], [2.42380, 1.24705, 0.12817], [-1.52387, 1.21010, -2.21614], [-1.62964, -1.31164, -1.95694], [-2.61619, -0.17829, -3.93365], [-3.82587, -0.06768, -3.37247], [-0.02307, -0.26172, -3.51930], [-0.76118, -1.53125, -0.95706], [-0.65941, 1.55407, -1.24969], [1.02805, -0.22141, -2.66522], [-1.08216, -2.68312, -0.36211], [2.01138, -0.52571, 3.16894], [2.14175, -0.37144, -3.37792], [1.81061, -0.50083, -4.73006], [-2.75897, -0.25628, -5.28356], [-1.92970, 3.32345, -1.70089], [4.77378, 1.15883, 0.35517], [-0.00234, 3.54281, 0.03526], [5.92622, 0.38185, 0.47037], [-1.76470, 0.84549, 5.32357], [0.61037, 2.04366, 3.22485], [-4.74563, -0.05897, -4.32676], [3.51538, -0.40065, -2.82038], [-4.09097, -0.17899, -5.58450], [3.38381, -0.89059, 0.31134], [-1.00672, -0.58177, 3.42230], [-0.94865, -0.19339, 4.84474], [0.44023, -0.42980, -4.76950], [-2.30220, 2.26889, -2.50566], [-0.04955, -0.45845, 7.07592], [-2.21764, -3.20906, -0.98594], [3.48827, 0.57748, 0.25114], [-2.52390, -2.31662, -1.98964], [4.57533, -1.63530, 0.49719], [-6.18998, 0.05279, -4.07359], [-0.10585, -0.85392, 5.75540], [-0.84985, 0.58867, 7.52777], [-0.86300, 2.83953, -0.93963], [-1.73313, 1.21351, 6.65084], [-0.24880, -3.25749, 0.71856], [5.82634, -1.02398, 0.54947], [-1.45264, -0.14366, -2.95330], [-0.01369, 3.01024, 0.98371], [2.08559, -1.58204, 2.91107], [3.64963, -1.27288, -2.18192], [-2.35350, 4.30780, -1.67759], [2.92229, -0.02002, 2.85362], [-0.18558, -0.50773, -5.62728], [-6.41258, 0.99252, -3.56402], [-0.83573, -3.91342, 1.35649], [-1.95292, -0.28277, 2.96498], [-0.34950, 4.55777, 0.18978], [0.83714, 1.88314, 4.28108], [-6.52325, -0.74826, -3.41183], [1.41916, 2.61638, 2.76880], [1.02399, 3.56192, -0.33024], [-6.74848, 0.01186, -5.00514], [-0.30777, 2.62622, 3.14439], [3.71233, 0.50243, -2.24532], [0.61695, -0.95514, 7.76339], [-3.07398, 2.21256, -3.24201], [4.22896, -0.46257, -3.63833], [-0.84999, -1.65315, 3.28408], [0.48445, -1.69730, 5.42305], [0.55573, -3.84250, 0.27053], [-1.94472, -0.34556, -5.96278], [-0.78015, 0.92007, 8.55037], [-2.73142, -4.11264, -0.73655], [-2.38950, 1.99091, 7.00786], [-2.44135, 1.33968, 4.63953], [2.48592, -0.61813, -5.55022], [-3.32424, -2.33651, -2.69785], [1.91333, -0.41479, 4.24725], [0.20933, -2.45527, 1.30417], [-4.55142, -0.22436, -6.54900]], "homo_ev": [-13.07, -13.07], "orbital_gap_ev": [3.869, 3.895], "largest_force_ev_per_a": 3.141, "total_charge": 2, "multiplicity": 2}